# 1
A cluster of 2 separate species, C3H7F3O in total in a non-equilibrium geometry. Source: the OMol25 dataset; level of theory: ωB97M-V/def2-TZVPD.

## Properties
- Lowest unoccupied orbital energy: 0.743 eV
- DFT total energy: -13424.7892 eV

Element x y z (Å)
F -0.1674 -0.1177 -0.6644
F -1.0430 0.1743 1.3147
F -2.3592 0.0082 -0.3643
C 0.3321 2.5358 0.2268
C -1.1468 0.4100 0.0414
C -1.0067 1.9818 -0.1982
H 0.3517 3.6385 0.2095
H 1.1751 2.1595 -0.3769
H 0.4666 2.1978 1.2681
H -1.8572 2.4544 0.3298
H -1.1622 2.1273 -1.2846
O 2.2118 -6.2121 -0.3384
H 2.3461 -5.9585 0.6028
H 1.8592 -5.3992 -0.7664

---

# 2
An isolated molecule of C4H8N2O3 in a non-equilibrium geometry. Source: the OMol25 dataset; level of theory: ωB97M-V/def2-TZVPD.

## Properties
- Lowest unoccupied orbital energy: 0.778 eV
- DFT total energy: -13397.8311 eV

Element x y z (Å)
C 1.0391 -0.1110 0.8792
C -2.3681 -0.4199 0.2989
N 1.5805 1.0475 0.1483
C 0.6872 0.3642 -0.7100
C -1.2981 0.6291 0.4171
N 1.2455 -0.2282 -1.8065
O 1.8415 -1.2340 0.9495
O -0.6211 0.7361 -0.8721
O -1.2557 1.5334 1.2047
H 2.7515 -1.0355 0.6870
H 1.2121 1.9273 0.4928
H 0.6649 0.1408 1.8668
H 1.7165 -1.1154 -1.7220
H 0.7055 -0.2017 -2.6596
H -2.2067 -1.0696 -0.5576
H -3.3317 0.0790 0.1917
H -2.3629 -1.0420 1.1917

---

E_HOMO for every record listed, in sequence, given in eV: -11.52, -8.28.
HOMO-LUMO gap for every record listed, in sequence, given in hartree: 0.4507, 0.3328.
Relative energy (zero: lowest compared OMol25 entry of this formula, charge and spin) for every record listed, in sequence, given in eV: 0.120, 3.857.